No. 1
A molecular structure, C3H6Cl2NNiO4S3, computed with the ωB97M-V functional and the def2-TZVPD basis.

Cartesian coordinates (Å):
C (-0.523, -0.196, 2.296)
C (-0.674, 1.009, 1.331)
Cl (-1.625, 2.348, 2.110)
C (0.706, 1.589, 0.850)
Cl (0.392, 2.959, -0.248)
S (1.633, 0.246, -0.020)
O (2.622, 0.760, -0.993)
O (2.375, -0.543, 1.025)
N (0.480, -0.782, -0.636)
S (0.603, -0.904, -2.318)
O (1.718, -1.804, -2.663)
O (0.574, 0.378, -3.031)
S (-1.215, -1.893, -2.882)
H (0.496, -0.339, 2.683)
H (-0.812, -1.098, 1.737)
H (-1.192, -0.086, 3.158)
H (-1.248, 0.738, 0.438)
H (1.249, 1.881, 1.762)
H (-2.248, -1.035, -2.546)
Ni (-3.310, -3.226, -2.052)

The total charge is +1. As for the HOMO-LUMO gap (spin up / spin down): 6.77 / 5.66 eV. As for the spin multiplicity: 3. The largest force on an atom comes out at 6.07 eV Å⁻¹.

natural (NBO) atomic charge list, values in e, 2 entries:
1 C -0.6600
2 C -0.1990

No. 2
A molecular structure, C3H6Cl3LiO4PbS, computed with the ωB97M-V functional and the def2-TZVPD basis.

Cartesian coordinates (Å):
Pb (2.694, -1.244, 5.221)
Li (-0.620, -5.855, 4.662)
Cl (-0.622, -2.454, 2.181)
C (1.567, 0.836, -2.650)
C (2.530, -0.337, -2.868)
O (3.887, 0.096, -2.453)
S (3.761, 1.360, -1.432)
O (4.956, 2.228, -1.546)
O (3.350, 0.862, -0.083)
O (2.416, 1.936, -2.286)
H (0.973, 0.561, -1.779)
H (0.919, 0.999, -3.511)
H (2.541, -0.602, -3.925)
H (2.281, -1.139, -2.173)
C (-5.982, 0.480, 2.408)
Cl (-6.512, 2.186, 2.414)
Cl (-6.816, -0.468, 3.693)
H (-6.406, 0.074, 1.490)
H (-4.916, 0.482, 2.636)

The total charge is +2. As for the HOMO-LUMO gap: 2.46 eV. The largest force on an atom comes out at 4.44 eV Å⁻¹.

natural (NBO) atomic charge list, values in e, 2 entries:
1 Pb 1.4917
2 Li 0.9974

No. 3
A single C3H6ClFN2 molecule, computed with the ωB97M-V functional and the def2-TZVPD basis.

Cartesian coordinates (Å):
H (2.491, -1.892, -0.453)
N (1.717, -1.210, -0.772)
C (1.319, -0.269, -0.038)
N (1.562, -0.001, 1.237)
C (0.335, 0.686, -0.731)
F (0.138, 1.786, 0.085)
C (-0.978, 0.017, -0.992)
Cl (-1.902, -0.547, 0.487)
H (2.112, -0.679, 1.849)
H (1.212, 0.872, 1.618)
H (0.823, 1.065, -1.648)
H (-1.715, 0.570, -1.555)
H (-0.839, -0.841, -1.558)

The total charge is 0. The energy above the lowest of the compared OMol25 structures with the same formula, charge and spin is 29.41 kJ/mol. As for the HOMO-LUMO gap: 10.28 eV. The largest force on an atom comes out at 3.08 eV Å⁻¹.

natural (NBO) atomic charge list, values in e, 2 entries:
1 H 0.3521
2 N -0.7622

No. 4
2 unconnected molecules or ions with the total composition C3H6ClFS, computed with the ωB97M-V functional and the def2-TZVPD basis.

Cartesian coordinates (Å):
C (-1.587, 0.785, -0.270)
C (-1.535, -0.707, -0.210)
S (-2.750, -1.689, 0.193)
H (-1.326, 1.123, -1.280)
H (-0.834, 1.209, 0.407)
H (-2.575, 1.163, -0.002)
H (-0.566, -1.147, -0.475)
F (0.921, -0.341, 0.631)
C (2.209, -0.017, 0.362)
Cl (3.104, -1.453, -0.176)
H (2.695, 0.354, 1.266)
H (2.245, 0.719, -0.446)

The total charge is 0. The energy above the lowest of the compared OMol25 structures with the same formula, charge and spin is 106.24 kJ/mol. As for the HOMO-LUMO gap: 8.66 eV. The largest force on an atom comes out at 0.79 eV Å⁻¹.

natural (NBO) atomic charge list, values in e, 2 entries:
1 C -0.6911
2 C -0.2422

No. 5
3 unconnected molecules or ions with the total composition C3H6ClN, computed with the ωB97M-V functional and the def2-TZVPD basis.

Cartesian coordinates (Å):
C (0.627, -0.207, 0.416)
C (-0.751, 0.281, -0.036)
C (-1.172, 1.426, -0.283)
H (1.186, -2.498, 0.267)
H (2.277, -0.381, -1.215)
H (1.067, 0.839, 0.968)
H (0.444, -1.149, 1.208)
H (-2.329, 1.594, -0.504)
H (-0.420, 2.199, -0.092)
N (1.132, -0.990, -0.609)
Cl (-2.062, -1.114, -0.121)

The total charge is 0. The energy above the lowest of the compared OMol25 structures with the same formula, charge and spin is 732.61 kJ/mol. As for the HOMO-LUMO gap: 8.02 eV. The largest force on an atom comes out at 6.78 eV Å⁻¹.

natural (NBO) atomic charge list, values in e, 2 entries:
1 C -0.3395
2 C 0.0859

No. 6
A gas-phase ion, C3H6ClN2 (charge +1), computed with the ωB97M-V functional and the def2-TZVPD basis.

Cartesian coordinates (Å):
C (0.967, -1.670, -0.638)
C (0.959, -0.545, 0.019)
Cl (2.341, 0.276, 0.638)
C (-0.490, 0.405, 0.147)
N (-1.263, 0.251, 1.198)
N (-0.536, 1.460, -0.658)
H (1.903, -2.162, -0.789)
H (0.196, -2.190, -1.175)
H (-0.996, -0.458, 1.904)
H (-2.010, 0.878, 1.551)
H (0.118, 1.541, -1.521)
H (-1.186, 2.216, -0.675)

The total charge is +1. The energy above the lowest of the compared OMol25 structures with the same formula, charge and spin is 77.14 kJ/mol. As for the HOMO-LUMO gap: 10.40 eV. The largest force on an atom comes out at 4.07 eV Å⁻¹.

natural (NBO) atomic charge list, values in e, 2 entries:
1 C -0.3632
2 C -0.1011

No. 7
A gas-phase ion, C3H6ClN2O (charge +1), computed with the ωB97M-V functional and the def2-TZVPD basis.

Cartesian coordinates (Å):
N (1.793, 1.966, 0.382)
C (0.811, 1.265, 0.921)
N (0.331, 0.200, 0.299)
O (-0.906, -0.240, 0.789)
C (-1.635, -1.105, -0.094)
C (-1.277, -1.999, -1.011)
Cl (0.329, -2.471, -1.574)
H (2.190, 2.722, 0.961)
H (2.297, 1.419, -0.433)
H (0.302, 1.639, 1.766)
H (0.589, -0.055, -0.644)
H (-2.716, -0.881, 0.180)
H (-2.110, -2.460, -1.542)

The total charge is +1. The energy above the lowest of the compared OMol25 structures with the same formula, charge and spin is 365.86 kJ/mol. As for the HOMO-LUMO gap: 9.44 eV. The largest force on an atom comes out at 3.32 eV Å⁻¹.

natural (NBO) atomic charge list, values in e, 2 entries:
1 N -0.7162
2 C 0.3757

No. 8
A gas-phase ion, C3H6ClN2O (charge +1), computed with the ωB97M-V functional and the def2-TZVPD basis.

Cartesian coordinates (Å):
N (-0.598, -2.155, 0.536)
C (-0.901, -0.956, 0.060)
C (0.083, -0.020, 0.311)
O (1.005, -0.298, 1.233)
N (0.228, 1.282, -0.116)
C (-0.091, 2.009, -1.165)
Cl (0.834, 3.443, -1.349)
H (-1.150, -3.074, 0.466)
H (0.105, -2.245, 1.193)
H (-1.844, -0.906, -0.466)
H (1.938, -0.546, 0.897)
H (1.147, 1.666, 0.322)
H (-0.758, 1.801, -1.924)

The total charge is +1. The energy above the lowest of the compared OMol25 structures with the same formula, charge and spin is 277.43 kJ/mol. As for the HOMO-LUMO gap: 7.18 eV. The largest force on an atom comes out at 4.51 eV Å⁻¹.

natural (NBO) atomic charge list, values in e, 2 entries:
1 N -0.7256
2 C 0.0601

No. 9
2 unconnected molecules or ions with the total composition C3H6ClNO, computed with the ωB97M-V functional and the def2-TZVPD basis.

Cartesian coordinates (Å):
C (-0.329, -0.814, -0.245)
C (1.062, -0.440, 0.059)
C (-1.186, 0.239, -0.966)
N (1.915, 0.228, 0.669)
O (0.864, -1.308, -0.908)
Cl (-0.597, 1.003, 2.517)
H (-0.902, -1.333, 0.577)
H (-1.923, 0.826, -0.311)
H (-1.641, -0.224, -1.796)
H (-0.500, 0.854, -1.534)
H (2.818, -0.025, 0.349)
H (0.419, 0.995, 1.590)

The total charge is 0. The energy above the lowest of the compared OMol25 structures with the same formula, charge and spin is 318.13 kJ/mol. As for the HOMO-LUMO gap (spin up / spin down): 5.89 / 7.03 eV. As for the spin multiplicity: 3. The largest force on an atom comes out at 9.75 eV Å⁻¹.

natural (NBO) atomic charge list, values in e, 2 entries:
1 C 0.0585
2 C 0.1981

No. 10
2 unconnected molecules or ions with the total composition C3H6ClNO3S, computed with the ωB97M-V functional and the def2-TZVPD basis.

Cartesian coordinates (Å):
C (1.427, 0.485, 0.343)
C (-1.105, 0.132, 1.464)
C (-0.640, 0.353, 0.082)
N (1.845, 0.939, -0.824)
O (1.794, 0.489, 1.495)
O (-2.221, -1.665, -1.059)
O (-0.003, -2.198, -0.320)
S (-0.873, -1.196, -0.843)
Cl (-0.178, -0.677, -2.663)
H (-0.780, -0.815, 1.805)
H (-0.574, 0.954, 2.041)
H (-2.102, 0.381, 1.575)
H (-0.725, 1.317, -0.517)
H (1.263, 0.708, -1.678)
H (2.874, 0.792, -0.900)

The total charge is 0. The energy above the lowest of the compared OMol25 structures with the same formula, charge and spin is 177.97 kJ/mol. As for the HOMO-LUMO gap: 9.76 eV. The largest force on an atom comes out at 5.02 eV Å⁻¹.

natural (NBO) atomic charge list, values in e, 2 entries:
1 C 0.7898
2 C -0.6653

DFT total energy (computed, eV): -111467.24131; -65230.16448; -21428.21269; -29282.33957; -17212.49876; -18703.22868; -20748.57518; -20749.49170; -19260.21403; -34196.38399